[1]
The following is a DFT calculation (ωB97M-V/def2-TZVPD) of a structure of composition C26H52Br8NiO10S4.

Element x y z (Å)
Ni: -12.4836 -12.6011 26.9157
O: -12.5799 -11.4561 25.3223
C: -11.2775 -10.9377 25.2762
C: -10.1488 -11.7654 25.9232
O: -10.4964 -12.5972 26.9972
H: -11.3463 -10.0831 25.9866
H: -10.9582 -10.5050 24.3196
H: -9.3422 -11.0974 26.2568
H: -9.6329 -12.3450 25.1288
C: -10.3587 -15.4933 30.5000
C: -11.6636 -16.2962 30.2322
C: -12.8510 -15.4602 30.7098
S: -12.4288 -13.8426 29.9694
O: -12.9876 -12.7598 30.7186
O: -12.4963 -13.9688 28.5159
C: -10.6715 -14.0201 30.3491
H: -9.5128 -15.8936 29.9461
H: -10.0612 -15.7044 31.5308
H: -11.6214 -17.2043 30.8319
H: -11.8286 -16.5269 29.1818
H: -12.7893 -15.2489 31.7768
H: -13.8220 -15.8128 30.3809
H: -10.6184 -13.4732 31.2918
H: -10.1394 -13.4533 29.5823
C: -13.6091 -7.7699 29.9608
C: -13.5849 -7.3357 28.4752
C: -13.0460 -8.4903 27.6493
S: -13.8206 -9.9173 28.4099
O: -12.9464 -11.0651 28.2109
O: -15.2091 -10.0352 28.0492
C: -13.7035 -9.3155 30.0684
H: -14.4415 -7.3206 30.4970
H: -12.6752 -7.4618 30.4224
H: -12.9454 -6.4604 28.3668
H: -14.5544 -6.9943 28.1077
H: -11.9674 -8.5722 27.8037
H: -13.1995 -8.5135 26.5770
H: -12.7472 -9.6606 30.4588
H: -14.5008 -9.7443 30.6654
C: -7.7766 -6.7569 26.0931
C: -7.9161 -5.3363 25.5359
C: -9.3241 -4.8455 25.9059
S: -10.3952 -6.2812 25.7277
O: -10.9893 -6.1654 24.4179
O: -11.2025 -6.5028 26.8954
C: -9.0475 -7.4668 25.6567
H: -7.7726 -6.7315 27.1876
H: -6.8656 -7.2364 25.7444
H: -7.8927 -5.3707 24.4435
H: -7.1378 -4.7191 25.9788
H: -9.7346 -3.8924 25.5920
H: -9.3073 -4.7122 27.0015
H: -9.0214 -7.6786 24.5805
H: -9.3293 -8.4285 26.0843
C: -7.0403 -10.1786 29.7376
C: -8.0708 -11.1089 29.0632
C: -9.3882 -10.3686 28.9213
S: -9.4039 -9.1571 30.2922
O: -10.4155 -9.3788 31.3048
O: -9.3663 -7.8631 29.6519
C: -7.7520 -9.5571 30.9279
H: -6.7450 -9.4400 28.9954
H: -6.2080 -10.7782 30.0963
H: -8.1862 -12.0793 29.5542
H: -7.6679 -11.4024 28.0904
H: -10.3530 -10.8607 28.8109
H: -9.2921 -9.7125 28.0542
H: -7.9227 -10.2774 31.7302
H: -7.3540 -8.6633 31.4023
Br: -7.3363 -16.3974 25.3446
C: -8.0263 -14.7185 26.1017
C: -8.6068 -14.9606 27.4712
Br: -7.1858 -15.0521 28.8167
H: -8.7015 -14.2622 25.3836
H: -7.2022 -14.0150 26.1998
H: -9.2568 -15.8231 27.5792
H: -9.2569 -14.1085 27.6962
Br: -10.5547 -13.6546 22.2929
C: -12.0757 -12.4627 22.6101
C: -13.3866 -13.1824 22.7964
Br: -13.8574 -14.1471 21.1647
H: -12.1103 -11.8269 21.7301
H: -11.8434 -11.8144 23.4556
H: -14.1243 -12.3818 22.9196
H: -13.5436 -13.8168 23.6604
Br: -6.8726 -10.5353 25.1214
C: -6.6807 -10.9038 23.1962
C: -7.9577 -11.5681 22.7845
Br: -8.0223 -11.5825 20.7956
H: -5.7952 -11.4917 22.9746
H: -6.5009 -9.9298 22.7548
H: -8.8695 -11.0476 23.0433
H: -8.0048 -12.6103 23.0669
Br: -15.4214 -7.7690 24.9288
C: -14.7668 -8.3270 23.1609
C: -14.5985 -9.8571 23.1429
Br: -14.6557 -10.5053 21.2916
H: -13.8708 -7.7362 23.0200
H: -15.4971 -8.1038 22.3867
H: -15.4336 -10.2460 23.7136
H: -13.6362 -10.1237 23.5674

Forces on the atoms, in the same order (eV/Å):
1.1041 0.9898 0.0020
0.3805 -1.5855 0.1729
-0.3291 1.5454 2.7671
1.1728 -0.8453 -0.7481
-1.8305 0.2914 -0.4529
0.3228 0.4157 -0.4432
-0.0458 -0.2163 -0.1891
-0.2716 0.4015 -0.0977
-0.2601 -0.2280 0.0441
-0.4521 -0.8416 0.4009
-0.0626 -0.1288 0.5164
0.7526 0.8304 -0.7162
1.3802 -1.3479 0.9736
-0.4916 0.3413 -0.4568
-1.0673 0.1907 -0.4765
-0.2368 1.0253 0.1787
-0.2096 0.3826 -0.4402
-0.1807 0.2309 0.0755
-0.0802 -0.2230 -0.3326
0.2564 -0.1582 -0.0449
-0.2961 -0.1170 0.0689
-0.1092 0.0737 0.0764
0.3647 -0.0319 -0.0104
0.0136 -0.1646 -0.0523
-0.4696 -0.3793 -0.1850
-0.1789 0.6683 -0.2132
0.1908 -0.2907 0.5102
-0.1895 1.0693 -0.4657
0.2382 -0.9038 0.1695
0.1618 -0.1366 -0.1162
0.9652 0.1956 0.2309
0.0562 0.1674 -0.0306
-0.0094 0.0069 0.1445
0.0963 -0.2224 -0.0427
-0.1859 -0.3756 0.1220
-0.0565 -0.2467 0.1888
-0.3991 0.1572 -0.0608
-0.0418 -0.3420 0.0452
-0.2003 0.1215 -0.0819
-0.7476 0.1216 0.4347
-0.5550 0.0836 -0.3756
0.4174 -0.3250 2.6630
0.7615 0.7993 -0.7025
-0.4288 -0.4329 0.0607
-0.0732 0.1566 -0.0202
-0.1851 -0.6961 -1.3003
0.2093 0.0799 -0.0159
-0.0810 -0.1589 -0.0609
0.6099 0.1154 0.0227
-0.0496 0.3156 -0.3960
-0.0040 -0.2677 -0.9767
-0.0082 -0.1213 -0.0759
0.2278 0.0940 0.0307
0.0342 0.2447 0.5638
-0.6437 -0.5021 0.3401
0.1162 -0.9754 -0.4004
0.1505 1.0724 0.0555
0.1037 -0.0270 -0.2838
0.1671 -0.2933 -0.2910
0.0912 0.3197 0.0808
-0.7998 0.0401 0.2268
0.3059 0.1645 0.1915
0.3076 0.1949 -0.2563
0.0245 0.2428 0.4784
-0.2454 0.1430 -0.1580
0.2613 -0.5290 0.2871
-0.1497 0.1265 0.0413
0.0362 -0.1771 -0.1283
0.1547 0.1499 -0.3455
-0.0545 0.4649 -0.0052
0.4759 -0.2466 0.1510
-0.6454 0.7267 -0.0398
-0.1846 -0.0511 -0.1428
-0.4532 -0.4058 0.1167
0.2250 -0.2056 -0.1107
0.3876 -0.3832 -0.2021
0.3768 0.1544 0.0922
-0.3170 -0.1321 0.3068
0.2868 0.0080 -0.0705
-0.3877 0.8202 -0.1921
-0.1181 -0.0368 0.3483
-0.1231 -0.1904 -0.1741
-0.2057 -0.7746 -0.2640
0.0511 -0.3965 -0.2109
0.6566 -0.3461 -0.0795
0.5333 -0.1331 -0.0943
-0.0583 0.4988 0.1374
0.1042 -0.0325 -1.3538
0.2497 0.0466 0.3808
-0.0585 -0.2794 0.4285
-0.3603 0.0746 -0.0889
0.0692 0.0868 0.3261
-0.0512 -0.0245 0.1867
-0.0414 -0.0943 -0.4255
-0.2647 -0.5415 -0.2404
0.3088 1.3585 0.1513
-0.1656 0.4495 0.2481
0.1961 -0.2185 -0.1856
-0.1719 0.5254 0.3666
0.0737 -0.5836 -0.2064
-0.1430 -0.4162 0.1254

Summary:
strongest force on any atom: 3.2 eV/Å
LUMO (spin up / spin down): -0.0001 / -0.0047 Ha
spin multiplicity: 3
total energy: -693002.10787 eV
gap between HOMO and LUMO (spin up / spin down): 0.3107 / 0.3014 Eh

Löwdin population analysis, charges in e, atoms 1 to 99: 0.81, -0.33, -0.35, -0.36, -0.32, 0.09, 0.10, 0.03, 0.06, -0.21, -0.21, -0.19, 0.73, -0.29, -0.35, -0.21, 0.04, 0.12, 0.12, 0.11, 0.11, 0.11, 0.11, 0.08, -0.16, -0.21, -0.26, 0.71, -0.37, -0.29, -0.21, 0.11, 0.11, 0.10, 0.11, 0.09, 0.06, 0.08, 0.11, -0.22, -0.21, -0.22, 0.68, -0.32, -0.31, -0.25, 0.12, 0.10, 0.12, 0.12, 0.11, 0.10, 0.10, 0.07, -0.20, -0.22, -0.21, 0.68, -0.33, -0.34, -0.22, 0.12, 0.12, 0.09, 0.09, 0.08, 0.08, 0.11, 0.11, 0.60, -0.68, -0.68, 0.65, 0.04, 0.04, 0.06, 0.02, 0.65, -0.69, -0.71, 0.59, 0.03, 0.00, -0.02, 0.06, 0.69, -0.65, -0.72, 0.59, 0.07, 0.05, 0.02, 0.01, 0.68, -0.65, -0.64, 0.70, 0.05, 0.04


[2]
The following is a DFT calculation (ωB97M-V/def2-TZVPD) of a structure of composition C26H52N5O9PSTi.

Element x y z (Å)
Ti: -0.4967 0.9305 -0.8366
C: -0.9939 3.2077 -3.2070
C: -2.3638 2.9837 -2.5681
O: -2.2409 3.0833 -1.1535
C: -2.0530 4.4261 -0.6960
C: -0.9170 4.5141 0.3504
O: -0.0807 3.3546 0.2749
C: 1.2670 3.6491 0.6251
C: 2.0317 2.3311 0.5369
O: 1.6633 1.6075 -0.6291
C: 2.2416 2.0270 -1.8696
C: 1.2843 2.9202 -2.6763
O: -0.0524 2.5712 -2.3326
H: -0.9637 2.7380 -4.1950
H: -0.7330 4.2739 -3.2898
H: -3.1103 3.6881 -2.9524
H: -2.6830 1.9547 -2.7590
H: -1.8188 5.0821 -1.5373
H: -2.9855 4.7852 -0.2444
H: -0.3301 5.4192 0.1603
H: -1.3215 4.5914 1.3666
H: 1.6910 4.3927 -0.0669
H: 1.3307 4.0541 1.6437
H: 3.1125 2.5158 0.5589
H: 1.7441 1.6798 1.3741
H: 3.1929 2.5447 -1.7045
H: 2.4058 1.0971 -2.4235
H: 1.4405 3.9881 -2.4429
H: 1.4477 2.7582 -3.7508
O: -1.0820 0.5689 -4.0536
S: -0.9262 -0.3159 -2.9503
O: -1.1175 -1.7023 -3.1457
O: -1.8118 0.2296 -1.7698
O: 0.3879 -0.0158 -2.2392
C: -1.6846 0.0205 2.1956
C: -2.7050 0.0679 3.3663
N: -3.9574 0.6156 2.8982
C: -4.3812 -0.0830 1.7041
C: -3.4225 0.2627 0.5368
N: -2.1612 0.8470 1.0618
C: -2.5324 2.1561 1.6515
C: -3.7632 2.0129 2.5886
H: -1.5363 -1.0061 1.8616
H: -0.7180 0.4189 2.5207
H: -2.3515 0.6999 4.1831
H: -2.8801 -0.9323 3.7642
H: -5.4058 0.2078 1.4672
H: -4.3842 -1.1527 1.9186
H: -3.8630 0.9966 -0.1401
H: -3.2203 -0.6338 -0.0454
H: -2.7850 2.8282 0.8455
H: -1.6692 2.5276 2.2100
H: -4.6691 2.3921 2.1119
H: -3.6262 2.5678 3.5199
O: 0.1801 -0.3818 0.2405
P: 0.9457 -1.7253 0.0774
N: 2.2217 -1.7832 -0.9727
C: 3.5396 -1.2017 -0.6804
C: 4.3629 -1.4176 -1.9559
C: 3.6606 -2.6029 -2.6150
C: 2.1964 -2.2763 -2.3509
N: 1.5743 -1.9593 1.6045
C: 2.0766 -0.8895 2.4681
C: 2.6945 -1.6342 3.6477
C: 3.3250 -2.8437 2.9677
C: 2.2652 -3.2146 1.9320
N: -0.0852 -2.9418 -0.2870
C: 0.2149 -4.3756 -0.3617
C: -1.1257 -5.0859 -0.0650
C: -2.1073 -3.9553 0.2460
C: -1.5103 -2.8156 -0.5674
H: 3.9972 -1.7367 0.1562
H: 3.4632 -0.1457 -0.4132
H: 5.4118 -1.6160 -1.7431
H: 4.3072 -0.5474 -2.6114
H: 3.9408 -3.5305 -2.1155
H: 3.8848 -2.6904 -3.6747
H: 1.5270 -3.1270 -2.4436
H: 1.8396 -1.5006 -3.0362
H: 1.2543 -0.2402 2.7709
H: 2.8416 -0.2876 1.9619
H: 1.9123 -1.9602 4.3314
H: 3.4127 -1.0253 4.1894
H: 3.5191 -3.6631 3.6546
H: 4.2627 -2.5648 2.4860
H: 1.5429 -3.9060 2.3767
H: 2.7057 -3.6734 1.0456
H: 0.9759 -4.6473 0.3636
H: 0.5680 -4.6467 -1.3608
H: -1.0411 -5.7910 0.7587
H: -1.4542 -5.6361 -0.9452
H: -2.0924 -3.7155 1.3093
H: -3.1221 -4.1963 -0.0542
H: -1.8414 -1.8117 -0.3141
H: -1.6885 -2.9853 -1.6335

Forces on the atoms, in the same order (eV/Å):
1.4225 3.3651 2.8369
-0.6859 0.2950 -0.1160
0.0973 -0.1084 -0.3729
0.0044 -0.1218 0.0822
0.2268 0.1006 0.1971
-0.4021 -0.0860 0.0260
0.1811 -0.0413 0.0934
0.2946 -0.2668 -0.0850
-0.3245 0.4458 0.7555
-0.3136 0.0547 -0.4198
0.0061 -0.1231 -0.7984
0.4973 0.0641 0.3403
0.0991 -0.1964 -0.0930
0.0556 0.2349 0.1798
0.0058 -0.2618 0.1130
0.1330 -0.1389 -0.0040
-0.1497 0.5342 -0.0870
-0.0450 -0.1291 0.0124
0.1115 -0.0515 -0.1211
0.0224 -0.1680 -0.0128
0.0934 -0.0117 -0.1809
-0.1782 -0.0857 0.0830
0.0396 -0.0727 -0.1251
-0.1728 -0.1726 -0.0087
0.1764 0.1746 -0.1854
-0.1481 -0.1674 0.0594
0.1683 0.2984 0.1469
-0.1415 -0.3047 -0.1248
0.0140 0.0542 0.2334
-0.2131 -0.2825 -0.0740
0.0300 -0.8141 -3.0915
-0.0090 0.0839 0.0622
-1.5044 -0.5597 -0.2933
0.0993 -0.0540 0.0929
0.2663 -0.1921 0.4119
0.0659 -0.0521 -0.0431
-0.4227 -0.0421 0.4317
-0.0183 0.0623 -0.0925
-0.4551 -0.3466 -0.1599
0.1371 0.0135 -0.4334
-0.1150 0.4596 0.2601
0.0263 -0.0063 -0.0025
0.0148 0.0576 -0.0810
-0.1016 -0.1142 -0.1193
0.0843 -0.0848 -0.0112
0.0921 -0.0017 -0.0006
0.0477 -0.0373 -0.0889
0.0210 -0.0152 -0.0699
0.0395 0.0040 0.0138
0.0458 0.1577 0.0246
0.0999 0.0196 0.0624
-0.0250 -0.0138 -0.1509
0.0480 0.0112 -0.0160
0.0880 0.0370 -0.1254
-0.2091 -0.1010 0.1629
1.6934 -2.3237 0.7796
-1.1527 0.1369 0.6546
0.4366 0.0923 0.3983
-0.0900 -0.1792 -0.0123
-0.1032 0.1548 0.0166
-0.1529 -0.2371 -0.5246
-0.2424 0.5046 -0.9665
-0.0886 0.4515 0.2185
0.0494 0.0302 -0.1858
-0.1762 0.0927 -0.0157
0.1004 -0.5957 0.1417
0.4188 1.0822 -0.2418
0.4822 -0.5481 0.0236
-0.0222 0.0221 0.0366
0.0728 0.1748 -0.0689
-0.5437 0.0589 0.0994
-0.0334 0.0813 0.0446
0.0276 -0.0128 0.0436
-0.0310 0.0898 0.0524
0.0061 0.0499 0.0122
-0.0191 -0.0697 -0.0238
-0.0231 -0.0508 -0.0280
-0.0109 -0.0223 -0.0192
0.1819 -0.1600 0.0208
0.0847 0.0719 0.0250
0.0022 0.0285 0.0509
-0.0464 0.0407 0.0860
-0.0165 0.0519 0.0658
0.0581 -0.0323 -0.0211
0.0310 -0.0086 -0.0156
0.0877 -0.0738 -0.1250
0.0078 -0.0525 -0.0101
0.0113 -0.0368 -0.1324
0.0429 0.0456 0.0852
0.0525 -0.0221 -0.0323
0.0229 -0.0224 0.0180
-0.0504 0.0436 0.0678
-0.1112 0.0092 0.0157
-0.1404 -0.1924 0.0374
-0.0359 0.0248 0.3353

Summary:
strongest force on any atom: 4.6 eV/Å
total charge: +2
LUMO: -0.2603 Ha
total energy: -96912.64925 eV
gap between HOMO and LUMO: 0.2277 Eh

Okay, here come the Löwdin numbers, in e, for every atom: 1.26, -0.12, -0.13, -0.20, -0.12, -0.13, -0.19, -0.14, -0.12, -0.25, -0.11, -0.10, -0.25, 0.14, 0.14, 0.16, 0.12, 0.13, 0.15, 0.14, 0.13, 0.14, 0.15, 0.15, 0.12, 0.16, 0.12, 0.15, 0.16, -0.20, 0.44, -0.19, -0.33, -0.37, -0.14, -0.13, -0.16, -0.12, -0.13, -0.15, -0.14, -0.13, 0.11, 0.10, 0.13, 0.13, 0.13, 0.13, 0.13, 0.09, 0.08, 0.13, 0.13, 0.13, -0.34, 0.73, -0.16, -0.16, -0.14, -0.14, -0.18, -0.17, -0.20, -0.15, -0.15, -0.20, -0.16, -0.15, -0.13, -0.14, -0.20, 0.11, 0.10, 0.12, 0.11, 0.12, 0.13, 0.11, 0.11, 0.09, 0.11, 0.12, 0.12, 0.12, 0.11, 0.12, 0.11, 0.09, 0.12, 0.12, 0.12, 0.11, 0.12, 0.07, 0.11


Which of these has the highest total energy?
C26H52N5O9PSTi


Which value of total energy does entry 1 give?
-693002.10787 eV


Among the records above, which one has the highest strongest force on any atom?
C26H52N5O9PSTi